Entry 1:
DFT (ωB97M-V with the def2-TZVPD basis set) results for a 2-piece molecular cluster, C4H12N2O overall in a non-equilibrium geometry.

Its charge is 0. The calculation puts the frontier orbital gap at 8.83 eV.

Structure (XYZ):
```
19
Properties=species:S:1:pos:R:3:forces:R:3
C 0.527399 -0.719885 1.972041 -0.76 -0.36 -0.47
C 0.812074 -0.109582 0.805883 1.47 0.43 0.65
N 1.268428 1.215120 0.828499 0.33 -0.18 0.09
C 1.012506 -0.848137 -0.483550 -1.00 -0.11 -0.20
C 0.438540 -0.128231 -1.713244 -0.67 0.14 1.12
N -0.937416 0.302428 -1.406060 -0.98 -0.49 -0.79
H 0.913468 -0.402249 2.928494 -0.46 0.64 0.13
H -0.249209 -1.478320 1.974703 0.75 -0.65 -0.02
H 1.768857 1.592560 0.039008 0.18 -0.34 -0.03
H 1.705467 1.447316 1.709557 -0.20 0.35 -0.02
H 2.079271 -1.060177 -0.614851 0.06 0.34 0.13
H 0.580043 -1.843999 -0.355948 -0.30 0.13 -0.19
H 1.015549 0.768835 -1.926367 0.46 -0.28 -0.55
H 0.392260 -0.875091 -2.505168 0.36 0.49 -0.41
H -1.145404 1.293943 -1.403677 0.77 0.15 0.38
H -1.543856 -0.000052 -2.162093 -0.05 -0.33 0.19
O -3.091758 0.602605 0.908080 0.22 -0.28 0.10
H -2.163525 0.365344 1.058726 -0.07 0.25 -0.05
H -3.382701 -0.122420 0.345963 -0.12 0.08 -0.05
```
Forces are in eV/Å.

=====

Entry 2:
DFT (ωB97M-V with the def2-TZVPD basis set) results for one molecule with the formula C4H12N2O in a non-equilibrium geometry.

Its charge is 0. The calculation puts the frontier orbital gap at 10.06 eV.

Structure (XYZ):
```
19
Properties=species:S:1:pos:R:3:forces:R:3
N 1.192209 -1.556273 1.384906 0.58 -0.56 0.64
C 1.006064 -0.225586 0.781500 1.13 -0.25 1.21
C 0.425456 -0.360338 -0.604174 -1.54 -0.19 -1.18
N 1.396428 -0.281023 -1.700987 -1.36 -0.08 0.41
C -0.765864 0.551862 -0.920890 0.95 0.95 0.59
C -1.878065 0.488133 0.127664 0.44 1.59 0.22
O -1.981380 1.689843 0.941989 0.34 -0.28 -0.43
H 0.412498 -1.959649 1.902568 -0.33 0.52 -0.53
H 1.917079 -1.530096 2.097848 0.10 0.12 -0.29
H 0.597270 0.481671 1.511301 -0.89 0.08 -0.50
H 2.018754 0.173270 0.663067 0.03 -0.11 -0.14
H -0.077925 -1.327384 -0.683663 0.66 -0.45 0.19
H 1.870096 -1.164636 -1.770239 0.84 0.39 -0.08
H 1.924424 0.584074 -1.673544 0.41 -0.62 -0.02
H -1.154264 0.313024 -1.907221 0.17 0.03 -0.11
H -0.302364 1.553039 -0.933828 -0.68 0.16 -0.21
H -1.613951 -0.269516 0.862202 -0.74 -0.44 -0.19
H -2.837942 0.446286 -0.384600 -0.11 -1.03 0.23
H -2.148528 2.393290 0.306092 0.01 0.19 0.23
```
Forces are in eV/Å.

=====

Entry 3:
DFT (ωB97M-V with the def2-TZVPD basis set) results for a 2-piece molecular cluster, C4H12N2O overall in a non-equilibrium geometry.

Its charge is 0. The calculation puts the frontier orbital gap at 10.02 eV.

Structure (XYZ):
```
19
Properties=species:S:1:pos:R:3:forces:R:3
C -2.295327 0.490667 0.878491 0.35 -0.27 -0.22
N -1.233630 0.291019 0.196881 -0.76 1.24 1.83
C -0.622631 1.428950 -0.445236 -0.50 1.13 -2.49
C -0.332763 0.989192 -1.904393 -0.17 0.61 0.03
H -2.650239 -0.283081 1.574461 0.00 -0.01 -0.65
H -2.913188 1.416105 0.848885 0.70 -0.24 0.02
H 0.243371 1.836219 0.076031 0.19 -0.77 0.27
H -1.249674 2.359102 -0.610178 -0.09 -0.98 0.72
H 0.328745 0.123455 -2.011876 -0.26 0.05 0.15
H -1.330698 0.787323 -2.320881 0.45 -0.35 -0.12
H 0.072854 1.808477 -2.511023 0.08 -0.08 0.25
N 1.852029 -0.559498 1.063927 -0.25 0.26 -0.56
C 1.458437 -1.952019 0.885889 0.04 -0.67 0.59
O 0.327314 -2.088370 0.036985 0.68 2.71 -0.10
H 2.569262 -0.434517 1.769213 -0.12 -0.19 -0.01
H 2.225416 -0.206318 0.182678 0.06 -0.07 0.25
H 2.295558 -2.543237 0.493959 -0.20 -0.20 -0.18
H 1.197666 -2.363214 1.877046 0.18 0.19 -0.18
H 0.057492 -1.100262 -0.080861 -0.37 -2.34 0.39
```
Forces are in eV/Å.

=====

Energy relative to the best compared isomer or geometry (same formula, charge and spin) for the records above, in order: 47.6 43.7 56.1 kcal/mol